Entry 1:
ORCA calculation (wB97M-V/def2-TZVPD) on a cluster of 6 separate species, C36H65Cl2FN7O4S in total at a distorted geometry.

Its charge is +1. Its multiplicity is 1. For the LUMO energy, the calculation gives -2.2 eV. As for the electronic energy: -95594.901 eV. The HOMO energy comes out at -0.4480 hartree. As for the frontier orbital gap: 10.01 eV.

The geometry in XYZ format:
```
116
Properties=species:S:1:pos:R:3:forces:R:3
C 2.177994 0.983845 -0.860071 0.6 0.1 -0.7
C 2.083579 -0.300551 -1.690820 -0.2 0.8 0.0
C 1.367717 -1.472327 -0.997498 1.3 0.4 0.2
Cl 0.669540 -0.966652 0.551513 -0.2 -0.3 0.1
N 0.387617 -2.228989 -1.857122 -0.8 -0.2 0.0
C 0.777623 -2.365033 -3.324420 0.1 0.3 -0.5
C 2.167308 -2.762017 -3.851853 0.5 -0.2 -0.1
C 3.468217 -2.901931 -3.036642 0.6 -0.4 -0.8
C 4.304282 -4.048381 -3.654738 0.0 0.4 0.7
S 5.478972 -4.618403 -2.446329 -0.3 -1.6 0.5
O 6.171636 -5.758264 -2.949421 0.3 0.7 -0.3
O 4.769919 -4.803299 -1.205638 -0.1 0.6 -0.1
O 6.490646 -3.409019 -2.280764 -0.1 -0.1 -0.3
C 0.078894 -3.572065 -1.226053 -0.2 -0.9 0.1
Cl 1.302381 -4.783409 -1.622322 0.1 0.1 0.0
C -1.278891 -4.151197 -1.630925 -0.1 -0.3 0.2
N -2.442566 -3.346308 -1.234724 0.6 0.7 -0.5
C -3.511559 -3.356782 -2.243831 -0.3 -0.9 0.0
C -4.916505 -3.522202 -1.635131 0.3 0.2 -0.3
C -1.982793 -1.998034 -0.846520 -0.8 -0.2 0.0
C -3.113325 -0.965692 -0.748230 0.6 1.0 0.8
C -2.749369 0.049294 0.344844 0.3 -1.8 -0.1
C -2.923590 -0.450436 1.728910 -1.3 1.3 -0.4
O -3.804028 0.540877 1.087522 0.0 0.8 0.2
C -0.976494 -1.541938 -1.902479 -0.7 0.9 0.1
F -0.765097 -0.188130 -1.927294 0.3 -0.2 0.1
H 2.764099 1.673090 -1.474094 0.0 0.1 0.0
H 2.732646 0.842339 0.064682 -0.3 0.1 0.1
H 1.212915 1.455578 -0.714449 -0.1 -0.1 0.3
H 1.606615 -0.003326 -2.622021 -0.2 -0.3 -0.1
H 3.106318 -0.565708 -1.944818 -0.1 -0.4 0.0
H 2.128317 -2.193356 -0.713652 -0.2 -0.3 -0.1
H 0.056239 -3.081784 -3.703586 0.0 -0.2 0.1
H 0.484029 -1.427973 -3.787503 0.1 0.2 0.2
H 2.419769 -2.071739 -4.656007 -0.3 0.3 0.0
H 2.015976 -3.702146 -4.377732 -0.1 -0.2 0.2
H 4.108072 -2.029586 -3.180249 -0.5 0.1 0.4
H 3.385389 -3.158125 -1.984613 -0.4 0.2 0.0
H 4.859429 -3.728748 -4.531889 0.0 -0.1 -0.2
H 3.700907 -4.929173 -3.856989 0.0 -0.1 -0.1
H 5.980326 -2.649505 -1.955163 0.2 0.2 0.0
H 0.115886 -3.474642 -0.148002 0.1 0.4 0.1
H -1.255372 -4.407152 -2.694394 -0.1 0.2 -0.1
H -1.327201 -5.113056 -1.120731 0.1 -0.1 0.0
H -3.350240 -4.245263 -2.853041 0.1 0.0 -0.1
H -3.469409 -2.519544 -2.946631 0.1 0.2 0.1
H -4.884937 -3.394368 -0.559183 -0.1 0.1 0.1
H -5.605763 -2.812117 -2.083345 -0.2 0.1 0.1
H -5.288122 -4.521631 -1.839266 -0.1 -0.1 0.1
H -1.603867 -2.076380 0.163960 0.5 0.0 0.0
H -4.016560 -1.409470 -0.345970 -0.2 -0.3 -0.5
H -3.263127 -0.416802 -1.675406 -0.4 -0.3 -0.2
H -1.910552 0.705009 0.173666 0.0 0.2 -0.1
H -2.326284 0.007858 2.501078 0.1 -0.3 0.2
H -3.616750 -1.259210 1.915863 0.8 -0.8 0.2
H -1.443659 -1.760739 -2.861121 0.3 -0.4 -0.1
C -8.077346 3.997197 -0.529431 0.0 0.0 0.0
C -6.973213 3.782259 0.500881 -0.3 0.1 -0.4
C -6.335367 2.390541 0.408216 -0.2 0.4 0.1
C -7.327317 1.343920 0.650485 0.3 0.0 -0.1
N -8.104752 0.522527 0.840510 -0.1 -0.2 0.1
H -8.902096 3.298638 -0.381393 0.0 0.0 0.0
H -8.484170 5.004442 -0.446084 0.0 0.0 0.0
H -7.700866 3.869634 -1.547056 0.0 0.0 0.0
H -7.373430 3.928790 1.498727 0.0 0.0 0.0
H -6.195905 4.534162 0.356795 0.1 -0.1 0.1
H -5.540346 2.285736 1.142971 0.1 -0.1 -0.1
H -5.897620 2.233980 -0.579383 0.0 -0.1 0.0
C -4.229627 2.694023 6.046499 0.0 0.0 0.0
C -5.205144 1.795082 5.295663 0.1 0.1 0.2
C -5.296168 2.131260 3.802519 -0.1 0.0 0.2
C -5.763099 3.505096 3.599904 0.1 0.0 0.0
N -6.121435 4.588015 3.465314 0.1 -0.1 0.1
H -4.544749 3.737542 6.013684 0.0 0.0 0.0
H -4.171071 2.402756 7.094828 0.0 0.0 0.0
H -3.226027 2.626543 5.620849 0.0 0.0 0.0
H -6.194954 1.876374 5.747188 0.0 0.0 -0.1
H -4.892321 0.754388 5.397674 0.0 0.0 -0.1
H -5.991676 1.454234 3.303343 0.0 0.0 0.0
H -4.319666 2.024042 3.324768 0.0 0.0 -0.1
C -1.119104 5.474829 0.533116 0.0 0.0 0.0
C -0.013871 5.293235 1.567287 -0.2 0.1 -0.1
C 0.686447 3.932055 1.459517 -0.1 0.2 0.2
C -0.261349 2.838887 1.671216 0.2 0.1 -0.1
N -1.033285 2.007154 1.837863 0.0 0.0 0.1
H -1.915662 4.741067 0.667543 0.0 0.0 0.0
H -1.567877 6.462724 0.624065 0.0 0.0 0.0
H -0.728611 5.374651 -0.481911 0.0 0.0 0.0
H -0.431835 5.407808 2.568402 0.1 0.0 0.0
H 0.734087 6.076967 1.442029 0.1 -0.1 0.0
H 1.477896 3.844139 2.204526 0.0 -0.1 0.0
H 1.139244 3.812004 0.474317 0.0 0.0 0.0
C 8.116411 2.192030 -3.028543 0.0 0.0 0.0
C 6.984395 2.593274 -2.089461 0.2 0.0 -0.2
C 6.441292 1.415826 -1.266953 0.1 0.2 -0.1
C 5.903357 0.375312 -2.139458 0.0 0.1 0.0
N 5.476527 -0.393973 -2.877881 0.1 -0.1 0.1
H 7.782088 1.467899 -3.773011 0.0 0.0 0.0
H 8.490831 3.061853 -3.565639 0.0 0.0 0.0
H 8.949110 1.753650 -2.476301 0.0 0.0 0.0
H 6.171643 3.036350 -2.667991 0.0 0.0 0.1
H 7.338235 3.358330 -1.398142 -0.1 0.0 0.1
H 5.647401 1.748327 -0.600753 -0.1 -0.1 0.1
H 7.233536 0.978611 -0.656457 0.0 0.0 0.0
C 5.265398 -1.358151 4.911014 0.0 0.0 0.0
C 4.358582 -2.292664 4.118901 0.1 0.1 0.2
C 4.336133 -1.970571 2.618670 -0.1 0.0 0.2
C 3.840928 -0.614317 2.376977 0.1 0.1 -0.1
N 3.460042 0.453164 2.187417 0.1 -0.1 0.1
H 4.921696 -0.324251 4.854311 0.0 0.0 0.0
H 5.276697 -1.640869 5.962329 0.0 0.0 0.0
H 6.291429 -1.398302 4.541039 0.0 0.0 0.0
H 3.343781 -2.238363 4.516477 0.0 0.0 -0.1
H 4.696647 -3.321562 4.245123 0.0 0.0 -0.1
H 3.689769 -2.671389 2.087390 0.0 0.0 -0.1
H 5.339160 -2.052193 2.196115 0.0 0.0 0.0
```
Positions in Å, forces in eV/Å.

Entry 2:
ORCA calculation (wB97M-V/def2-TZVPD) on a cluster of 12 separate species, C36H66O36 in total at a distorted geometry.

The calculation puts the energy relative to the best compared isomer or geometry (same formula, charge and spin) at 401.3 kJ/mol. Its multiplicity is 1. For the LUMO energy, the calculation gives 0.1 eV. As for the electronic energy: -112105.993 eV. The SMILES is COC(=O)OC.COC(=O)OC.COC(=O)OC.COC(=O)OC.COC(=O)OC.COC(=O)OC.COC(=O)OC.COC(=O)OC.COC(=O)OC.O=C1OCCO1.O=C1OCCO1.O=C1OCCO1. The HOMO energy comes out at -0.3548 hartree. As for the frontier orbital gap: 9.78 eV.

The geometry in XYZ format:
```
138
Properties=species:S:1:pos:R:3:forces:R:3
C -6.025814 1.434326 6.415000 -0.7 -0.3 -1.8
C -6.031984 2.427236 5.225770 -1.3 1.0 0.3
O -4.701984 2.888586 5.159080 0.7 -0.1 -0.3
C -3.923754 1.950816 5.676020 4.0 -0.6 0.8
O -2.673864 1.937316 5.601140 -4.2 -0.1 0.1
O -4.652954 1.025036 6.378540 0.5 0.6 -0.3
H -6.667794 0.625006 6.067200 0.3 -0.4 0.3
H -6.382044 1.687626 7.413520 0.5 0.6 -0.1
H -6.661814 3.316776 5.237700 -0.1 -0.1 0.7
H -6.324464 1.970376 4.280340 0.4 -0.6 0.0
C -2.347184 -3.133614 1.340830 -1.9 2.2 -2.0
C -1.782134 -3.449264 -0.078600 -2.1 1.0 0.6
O -0.560164 -3.913424 0.336210 2.6 -0.9 -0.8
C -0.648334 -4.472524 1.549250 2.6 -2.4 1.4
O 0.157936 -5.251404 2.035880 -1.7 1.9 -1.2
O -1.753554 -4.054964 2.145250 0.2 -1.5 1.6
H -3.432644 -3.171594 1.432660 0.0 -0.2 -0.1
H -2.020344 -2.142124 1.654230 0.0 0.2 -0.2
H -1.726054 -2.587764 -0.744010 0.4 0.1 0.5
H -2.318174 -4.198744 -0.660880 -0.2 -0.4 0.3
C -0.672634 4.214986 3.340600 2.0 -0.6 0.8
C -1.381284 5.227546 4.175330 0.3 0.4 0.4
O -2.539594 5.571166 3.428930 -0.5 -0.7 -0.6
C -2.604294 4.785196 2.336400 -2.1 0.4 -3.2
O -3.517844 4.841316 1.479300 3.4 -0.6 3.3
O -1.465114 4.004816 2.229270 -2.4 0.4 -1.1
H -0.472164 3.287356 3.876700 -0.3 0.0 -0.1
H 0.308346 4.603066 3.066390 0.0 -0.2 -0.4
H -0.735394 6.105176 4.201800 -0.4 0.1 0.8
H -1.653034 4.782296 5.132410 -0.1 0.6 0.1
C -0.567204 0.862346 3.019730 1.6 -1.2 0.8
O -0.699884 -0.118664 1.955760 0.3 1.6 -0.3
C 0.026126 0.094566 0.818680 2.9 2.4 1.3
O 1.067556 0.763536 0.679270 -2.4 -1.3 0.8
O -0.553374 -0.564694 -0.092260 -2.3 -0.8 -2.4
C -0.128904 -0.607624 -1.482810 1.2 -1.6 0.6
H -1.455694 1.440756 3.272960 -0.2 -0.4 -0.5
H 0.305666 1.510496 2.941640 -0.4 0.1 -1.0
H -0.243424 0.223116 3.841110 -0.6 0.2 0.4
H -0.917934 -1.146744 -2.007100 -0.1 0.5 0.0
H 0.708066 -1.299514 -1.388650 0.3 0.0 -0.7
H 0.215106 0.274776 -2.022360 -0.4 0.4 0.7
C -3.285774 -2.391244 -4.017720 -0.9 -0.4 -0.5
O -3.604144 -3.805624 -4.395250 -0.7 0.4 -0.1
C -4.945214 -4.145104 -4.632140 1.1 2.6 1.6
O -5.860524 -3.444014 -4.290640 -0.3 0.2 -0.2
O -5.042924 -5.303654 -5.188040 0.6 -1.8 -1.5
C -6.328324 -5.838554 -5.586240 -0.3 0.4 0.5
H -3.270804 -1.772664 -4.915070 -0.1 -0.2 -0.1
H -2.300124 -2.266934 -3.569230 0.0 -1.0 -0.1
H -3.998914 -1.936154 -3.330380 -0.2 -0.5 -0.1
H -6.166434 -6.841904 -5.980150 0.3 0.1 0.5
H -6.842174 -5.306214 -6.386660 0.5 0.6 0.0
H -6.989174 -5.799044 -4.720310 0.0 -0.3 0.0
C 1.326546 1.411606 5.960890 0.2 -0.2 0.5
O 1.556086 2.291076 4.866430 0.9 0.7 -2.7
C 2.455786 2.003886 3.863800 2.4 -1.6 0.4
O 3.217196 0.991626 3.887620 -3.1 4.3 -0.6
O 2.441216 3.085466 2.887680 -1.1 -2.2 3.3
C 3.679916 3.420976 2.330700 1.7 -1.2 -1.7
H 0.629576 1.963056 6.591960 0.0 -0.1 -0.1
H 2.248846 1.251166 6.519210 0.0 -0.1 -0.1
H 0.878406 0.454226 5.695030 0.2 0.1 -0.2
H 3.654426 4.272586 1.650830 -0.7 0.6 0.8
H 3.975126 2.677066 1.590740 0.0 -0.6 0.2
H 4.516816 3.457326 3.028100 -0.3 0.4 0.3
C 2.682406 -2.506354 0.871180 -1.0 0.5 -0.3
O 3.431446 -3.711924 0.658410 0.7 -1.0 1.4
C 3.626056 -4.681054 1.619230 0.2 -4.4 -1.1
O 3.941586 -5.894984 1.337820 -1.1 5.5 0.7
O 3.393026 -4.271564 2.860680 0.3 1.9 -0.9
C 3.361846 -5.138594 3.953000 -1.0 -1.4 0.8
H 2.944966 -1.781224 0.100890 0.5 -0.3 -0.2
H 2.722896 -1.929784 1.795310 0.6 -0.8 0.5
H 1.627596 -2.715324 0.692840 -0.1 -0.3 0.1
H 4.130736 -4.991794 4.711520 0.8 0.1 -0.7
H 3.294686 -6.164864 3.591960 0.4 0.0 0.2
H 2.462566 -4.938684 4.535610 -0.3 0.2 -0.5
C 3.037566 -2.411744 -2.752790 0.0 1.1 0.3
O 3.613766 -2.918614 -3.952750 0.1 -0.4 -0.6
C 4.325026 -2.149784 -4.816750 -0.5 0.6 0.7
O 4.501566 -0.944234 -4.769640 -0.2 -1.9 -0.1
O 4.782566 -3.025794 -5.746450 -0.6 0.9 -0.3
C 5.643166 -2.509334 -6.757520 1.0 1.0 -0.2
H 3.841156 -2.096634 -2.087170 -0.1 0.3 0.0
H 2.431256 -3.123474 -2.192490 0.5 -0.9 -0.6
H 2.318756 -1.615414 -2.945850 0.5 0.5 -0.3
H 5.572936 -1.458134 -7.037070 -0.7 0.4 1.0
H 5.494456 -2.911474 -7.759650 -0.1 -1.2 0.6
H 6.650446 -2.611444 -6.353720 0.2 -0.3 -0.6
C 2.831606 2.379756 -1.125040 0.3 0.9 -1.9
O 3.420186 3.741966 -1.314060 -1.5 -0.5 1.7
C 4.291786 3.988626 -2.245810 0.4 -0.9 -0.1
O 4.852776 3.166616 -2.905030 0.7 -0.8 -0.9
O 4.491826 5.288026 -2.332750 -1.9 1.7 0.7
C 5.608436 5.727266 -3.021430 2.1 -0.2 0.0
H 2.830636 1.888566 -2.098090 0.1 0.0 -0.1
H 1.785746 2.593476 -0.904590 0.4 -0.2 0.7
H 3.402356 1.741126 -0.450880 -0.2 0.6 0.3
H 5.783386 6.803006 -3.037710 -1.2 0.2 0.1
H 5.653356 5.349996 -4.043070 0.2 -0.2 0.2
H 6.428786 5.400396 -2.382460 0.7 -0.4 -0.7
C -1.445474 -1.744094 5.064050 -0.7 -0.6 0.4
O -0.227304 -1.825944 5.807440 -0.1 0.2 0.6
C 0.942836 -2.290844 5.340490 -0.4 0.4 -2.9
O 1.109966 -2.859384 4.268990 -0.2 0.6 1.7
O 1.869596 -1.829794 6.156210 0.5 0.5 0.6
C 3.274736 -1.881994 5.820870 -0.2 -0.7 0.4
H -2.202894 -2.367144 5.539680 0.3 -0.7 -0.1
H -1.355114 -2.008174 4.010390 0.3 0.1 0.1
H -1.911144 -0.776854 5.252960 0.7 0.5 -0.4
H 3.627826 -2.811624 6.267210 0.3 -0.1 -0.5
H 3.783236 -1.083654 6.361410 -0.4 0.2 -0.1
H 3.475536 -1.794324 4.753120 -0.3 -0.2 0.1
C 2.494246 2.974926 -5.686020 0.5 -0.2 -0.9
O 1.343946 2.105986 -5.983580 3.0 5.1 -3.4
C 0.943906 1.412876 -5.062640 -1.7 -5.8 4.8
O 1.557256 1.055546 -4.022690 -2.4 1.4 -2.6
O -0.269704 0.839916 -5.428780 0.1 -0.2 0.8
C -1.025514 1.127706 -6.643680 0.4 0.2 0.4
H 3.266696 2.431016 -5.142350 -0.3 0.0 0.1
H 2.220316 3.897186 -5.173680 -0.5 -0.4 0.2
H 2.871466 3.263326 -6.667150 0.0 -0.1 0.1
H -1.751264 1.924706 -6.481830 0.4 0.2 0.2
H -1.623974 0.249146 -6.884680 0.3 -0.2 0.3
H -0.414914 1.375006 -7.512070 0.2 0.0 0.3
C -4.362694 1.389396 -5.568480 -0.9 1.3 -0.2
O -4.683864 1.742586 -4.216910 1.7 -1.0 2.4
C -3.841644 1.356286 -3.153450 1.7 -2.2 -2.6
O -2.868624 0.585646 -3.236090 -2.3 1.9 -0.3
O -4.270284 1.885636 -2.055650 -2.6 1.0 -1.1
C -3.490894 1.929036 -0.946100 2.7 -0.4 2.6
H -5.286294 1.742196 -6.027380 0.0 -0.5 -0.4
H -4.169334 0.350056 -5.833980 0.1 0.0 0.6
H -3.629174 2.085596 -5.975140 0.4 -0.4 0.3
H -3.046804 0.980796 -0.643230 -0.2 -0.5 -0.5
H -3.987164 2.258916 -0.033420 -0.7 0.4 -0.6
H -2.622264 2.571836 -1.088890 -0.1 0.3 -0.1
```
Positions in Å, forces in eV/Å.